(i)
16
Properties=species:S:1:pos:R:3 method="wB97M-V/def2-TZVPD" smiles="C=C(C)O.O.O" orbital_gap_ev=9.155
O 1.34960 1.12730 -1.19980
O -0.77898 1.77290 2.71939
O -1.24930 -1.09665 2.55863
C -0.09112 -0.72020 -0.95305
C 0.82941 0.03435 -1.84372
C 1.46635 -0.42646 -2.94894
H -1.46000 -0.39835 1.99303
H -1.98788 -1.71494 2.36198
H -0.86459 2.71482 2.96564
H 0.45541 -0.86310 0.05915
H 1.17175 1.09363 -0.23904
H -0.75618 1.46218 3.60553
H -0.99220 -0.19027 -0.79242
H -0.50436 -1.64446 -1.29245
H 1.13144 -1.28108 -3.58021
H 2.28065 0.13033 -3.41371

---

(ii)
16
Properties=species:S:1:pos:R:3 method="wB97M-V/def2-TZVPD" smiles=OCCCO.O orbital_gap_ev=11.023
O 0.91508 0.30773 -0.65769
O -2.87110 -0.69079 0.96132
O 5.31017 -0.13728 0.54757
C -0.17513 -0.60641 -0.52272
C -2.25474 0.47729 0.40679
C -1.50595 0.03038 -0.83218
H -3.38661 -0.42324 1.72598
H -0.15565 -1.01791 0.48297
H 0.97129 0.79001 0.17815
H -1.59829 0.95333 1.14193
H -2.15764 -0.69436 -1.32981
H 5.25165 0.01904 -0.40447
H 6.06505 0.40202 0.81582
H -1.35037 0.86927 -1.50126
H -0.00110 -1.46911 -1.16999
H -3.05666 1.19004 0.15757

---

Q: Which of them is the least stable? A: (i).

---

(i)
17
Properties=species:S:1:pos:R:3 method="wB97M-V/def2-TZVPD" charge=+1 orbital_gap_ev=5.215
O 1.59566 0.35111 2.07244
N 0.14312 1.39598 -0.14206
N -0.51096 -0.98087 1.55325
C -0.24070 0.13647 -2.17794
C 0.12537 0.00297 -0.66621
C -0.82093 -0.90977 0.21843
H 2.20132 0.21496 2.77633
H 0.74766 -0.15459 2.09194
H -1.37705 -1.02831 1.99826
H -0.78032 -2.06283 -0.18842
H 1.17521 -0.36309 -0.50289
H -0.34982 -0.88896 -2.63526
H 1.02966 1.58714 0.36973
H 0.60264 0.54898 -2.70508
H -1.12811 0.75330 -2.41969
H -0.57452 1.95063 0.31289
H -1.83821 -0.55314 0.04427

---

(ii)
17
Properties=species:S:1:pos:R:3 method="wB97M-V/def2-TZVPD" charge=+1 orbital_gap_ev=11.000
O 1.00787 -0.30317 0.10434
N -1.13194 -2.15548 -0.05195
N 2.12360 1.52551 -0.52138
C -2.38070 -1.43489 0.32593
C -0.14600 1.85626 0.13751
C 1.02105 0.92159 -0.03411
H 2.96052 0.96456 -0.55502
H 2.13413 2.52528 -0.65160
H -0.32339 -1.49706 0.02852
H -1.02346 1.44577 0.63201
H -1.14508 -2.49360 -1.01276
H 0.12096 2.71019 0.76014
H -0.44762 2.13915 -0.86791
H -0.86789 -2.95986 0.51993
H -2.35314 -1.26808 1.39649
H -2.28470 -0.43579 -0.08240
H -3.26021 -1.96159 -0.02311

---

Q: Which of them is the least stable? A: (i).

---

(i)
17
Properties=species:S:1:pos:R:3 method="wB97M-V/def2-TZVPD" charge=+1 orbital_gap_ev=10.783
O -0.11865 0.65507 0.28676
N 1.64470 -0.15682 1.21587
N -1.87663 -1.62508 -0.23737
C 1.05886 0.87948 0.54324
C 1.64509 2.18199 0.17487
C -1.97687 -1.39400 -1.66807
H -1.70927 -2.59948 -0.22669
H 2.36898 2.07354 -0.64889
H -2.69164 -1.95018 -2.19783
H 0.87651 2.94926 -0.01509
H 2.52111 -0.32017 1.49604
H -1.14658 -1.68100 -2.31776
H 2.44435 2.41478 0.96950
H -1.85092 -0.29602 -1.95724
H -1.14395 -0.92455 0.09967
H -2.63072 -1.34934 0.31172
H 1.17244 -1.08896 1.04267

---

(ii)
17
Properties=species:S:1:pos:R:3 method="wB97M-V/def2-TZVPD" charge=+1 orbital_gap_ev=11.442
O -1.36794 0.58146 2.20792
N 0.42036 -0.41931 -0.29546
N 2.19557 -1.01846 1.16169
C -0.33682 0.69948 -0.95710
C 1.42251 -0.16741 0.48092
C -1.18170 0.08472 -2.08552
H -1.82265 -0.87991 -1.70911
H -0.95103 1.17345 -0.15628
H 2.08924 -1.97007 1.00821
H 2.78357 -0.68397 1.90900
H -2.04036 0.71501 -2.40211
H -2.27293 0.86047 2.46818
H -0.85425 0.13690 2.89862
H 0.44355 -1.42325 -0.67819
H 1.72944 0.91206 0.43321
H 0.34256 1.46837 -1.32779
H -0.59913 -0.06953 -2.95623

---

(iii)
17
Properties=species:S:1:pos:R:3 method="wB97M-V/def2-TZVPD" charge=+1 orbital_gap_ev=9.665
O 1.70060 -0.02630 -0.16714
N 2.93833 -0.50219 -0.01430
N -0.49462 0.43529 1.29324
C -1.14614 0.19708 0.19989
C -0.61036 0.76214 -1.12318
C -2.40664 -0.55183 0.20997
H -2.36867 -1.53287 0.65891
H -0.83228 -0.03079 2.12944
H 0.38559 0.79099 1.28587
H -0.72485 0.15555 -2.01332
H 3.52783 -0.11462 0.86280
H 0.50717 0.92663 -0.92915
H -0.96426 1.78585 -1.16456
H 2.78806 -1.53864 -0.05270
H 3.45347 -0.18588 -0.90210
H -2.66040 -0.70958 -0.81422
H -3.09282 0.13914 0.54055

---

(iv)
17
Properties=species:S:1:pos:R:3 method="wB97M-V/def2-TZVPD" charge=+1 orbital_gap_ev=11.160
O -3.00131 -0.33622 -1.61795
N 0.47338 1.14675 -2.02753
N 0.79538 -0.05975 -0.09598
C 0.31884 -0.35329 1.27216
C 0.01314 0.36641 -1.05862
C 1.48008 -0.57153 2.21173
H 2.22573 -1.28688 1.83071
H -0.17996 0.56867 1.59539
H -3.50204 0.16351 -0.93849
H 1.11448 1.89010 -1.79759
H 2.18672 0.26620 2.27696
H -3.32714 -1.24118 -1.75624
H 1.75680 0.27830 -0.13819
H -0.46302 -1.10875 1.20919
H -0.96962 -0.06825 -1.27445
H -0.06591 1.25834 -2.87476
H 1.14446 -0.91242 3.18365

---

Q: Which of them is the least stable? A: (iii).